Model w:
DFT (ωB97M-V with the def2-TZVPD basis set) results for a cluster of 2 separate species, C9H14 in total.

Output
net charge = 0
orbital gap = 10.016 eV
SMILES = Cc1ccccc1.CC

Atoms and positions in Å:
C (-2.153, 1.656, 0.573)
C (1.432, 0.284, 0.602)
C (0.154, 0.631, 0.150)
C (1.825, 0.703, 1.859)
C (-0.762, 1.243, 0.986)
C (0.942, 1.385, 2.695)
C (-0.304, 1.757, 2.209)
H (2.125, -0.188, -0.077)
H (-0.106, 0.370, -0.866)
H (2.851, 0.555, 2.165)
H (1.264, 1.627, 3.699)
H (-2.801, 1.508, 1.417)
H (-2.561, 1.218, -0.335)
H (-0.917, 2.406, 2.823)
H (-2.197, 2.738, 0.419)
C (0.733, -1.825, -2.566)
C (-0.417, -2.638, -1.962)
H (0.753, -2.041, -3.638)
H (0.573, -0.755, -2.464)
H (1.707, -2.130, -2.194)
H (-1.365, -2.252, -2.338)
H (-0.470, -2.578, -0.876)
H (-0.306, -3.673, -2.281)

Model x:
DFT (ωB97M-V with the def2-TZVPD basis set) results for a cluster of 2 separate species, C9H14 in total.

Output
net charge = 0
orbital gap = 9.976 eV
SMILES = Cc1ccccc1.CC

Atoms and positions in Å:
C (-0.231, -0.869, -1.425)
C (-2.044, -0.336, 0.301)
C (-0.707, -0.611, -0.019)
C (-2.447, -0.240, 1.617)
C (-1.508, -0.269, 2.641)
C (0.178, -0.787, 1.040)
C (-0.215, -0.667, 2.369)
H (-2.703, -0.130, -0.538)
H (-3.485, 0.020, 1.797)
H (-0.912, -0.382, -2.119)
H (-0.352, -1.937, -1.624)
H (-1.795, 0.029, 3.643)
H (1.198, -1.049, 0.783)
H (0.607, -0.655, 3.072)
H (0.773, -0.501, -1.613)
C (2.475, 2.256, -2.288)
C (2.904, 0.798, -2.433)
H (3.091, 2.827, -1.579)
H (2.635, 2.852, -3.185)
H (1.484, 2.308, -1.869)
H (3.518, 0.416, -1.611)
H (3.418, 0.543, -3.353)
H (2.016, 0.183, -2.333)

Winner for stability: model w

Model w:
DFT (ωB97M-V with the def2-TZVPD basis set) results for a cluster of 2 separate species, C9H14 in total.

Output
net charge = 0
orbital gap = 10.074 eV
SMILES = Cc1ccccc1.CC

Atoms and positions in Å:
C (-0.630, -2.807, -1.596)
C (-1.908, -1.419, 0.103)
C (-0.699, -1.725, -0.528)
C (-1.941, -0.484, 1.125)
C (-0.740, -0.086, 1.703)
C (0.493, -1.211, -0.018)
C (0.474, -0.452, 1.152)
H (-2.806, -1.838, -0.341)
H (-2.894, -0.167, 1.529)
H (0.402, -3.116, -1.734)
H (-1.119, -2.527, -2.525)
H (-0.751, 0.514, 2.605)
H (1.388, -1.291, -0.627)
H (1.392, -0.249, 1.685)
H (-1.186, -3.661, -1.217)
C (2.051, 2.381, -0.220)
C (0.561, 2.712, -0.161)
H (2.626, 3.301, -0.061)
H (2.299, 1.677, 0.567)
H (2.390, 2.034, -1.195)
H (0.328, 3.544, -0.820)
H (0.318, 3.046, 0.854)
H (-0.048, 1.822, -0.282)

Model x:
DFT (ωB97M-V with the def2-TZVPD basis set) results for a cluster of 2 separate species, C9H14 in total.

Output
net charge = 0
orbital gap = 10.032 eV
SMILES = Cc1ccccc1.CC

Atoms and positions in Å:
C (3.478, -0.499, -1.634)
C (-0.790, -0.919, -1.089)
C (-0.206, 0.333, -0.917)
C (-0.005, -1.960, -1.577)
C (1.178, 0.414, -1.006)
C (1.354, -1.808, -1.764)
C (1.996, -0.565, -1.509)
H (-1.802, -1.145, -0.784)
H (-0.816, 1.148, -0.557)
H (-0.474, -2.921, -1.751)
H (1.567, 1.404, -0.762)
H (1.853, -2.564, -2.363)
H (3.783, -1.088, -2.495)
H (3.930, -0.923, -0.732)
H (3.934, 0.484, -1.729)
C (-2.620, 0.683, 2.818)
C (-2.092, 2.016, 2.319)
H (-2.168, 0.322, 3.745)
H (-3.700, 0.616, 2.947)
H (-2.399, -0.175, 2.169)
H (-2.057, 2.023, 1.234)
H (-1.181, 2.287, 2.846)
H (-2.765, 2.837, 2.592)

Winner for stability: model w

Model w:
DFT (ωB97M-V with the def2-TZVPD basis set) results for a cluster of 2 separate species, C9H14 in total.

Output
net charge = 0
orbital gap = 10.166 eV
SMILES = Cc1ccccc1.CC

Atoms and positions in Å:
C (1.910, -2.897, 1.543)
C (3.120, -3.820, 1.621)
H (0.970, -3.374, 1.332)
H (1.795, -2.530, 2.540)
H (1.929, -2.095, 0.762)
H (3.659, -4.068, 0.740)
H (2.650, -4.784, 1.853)
H (3.874, -3.390, 2.422)
C (-2.931, 2.635, -0.865)
C (0.767, 0.191, -0.335)
C (-0.073, 0.517, 0.707)
C (0.192, 0.450, -1.652)
C (-1.245, 1.317, 0.580)
C (-0.921, 1.273, -1.765)
C (-1.644, 1.752, -0.662)
H (1.623, -0.311, -0.188)
H (0.245, 0.285, 1.736)
H (0.862, 0.144, -2.481)
H (-1.781, 1.682, 1.513)
H (-1.464, 1.300, -2.741)
H (-2.612, 3.414, -1.421)
H (-2.959, 3.166, 0.042)
H (-3.839, 2.058, -1.143)

Model x:
DFT (ωB97M-V with the def2-TZVPD basis set) results for a cluster of 2 separate species, C9H14 in total.

Output
net charge = 0
orbital gap = 10.000 eV
SMILES = Cc1ccccc1.CC

Atoms and positions in Å:
C (2.310, 0.160, -1.676)
C (0.441, -0.701, 1.525)
C (0.775, 0.374, 2.363)
C (0.949, -0.766, 0.185)
C (1.715, 0.200, -0.312)
C (1.673, 1.358, 1.842)
C (2.078, 1.299, 0.552)
H (-0.229, -1.491, 1.696)
H (0.433, 0.394, 3.353)
H (1.178, -1.780, -0.277)
H (1.990, 2.158, 2.557)
H (1.970, -0.681, -2.436)
H (3.321, -0.252, -1.688)
H (2.663, 2.179, 0.172)
H (2.048, 1.250, -2.065)
C (-3.666, -0.161, -0.594)
C (-2.204, -0.772, -0.825)
H (-3.958, -0.713, 0.391)
H (-3.436, 0.836, -0.204)
H (-4.202, -0.105, -1.635)
H (-1.851, -1.311, -0.039)
H (-1.575, -0.027, -1.176)
H (-2.424, -1.445, -1.711)

Model y:
DFT (ωB97M-V with the def2-TZVPD basis set) results for a cluster of 2 separate species, C9H14 in total.

Output
net charge = 0
orbital gap = 9.866 eV
SMILES = Cc1ccccc1.CC

Atoms and positions in Å:
C (-1.768, 1.875, -2.377)
C (-1.136, 2.112, -0.965)
H (-1.960, 0.887, -2.745)
H (-2.728, 2.382, -2.226)
H (-1.253, 2.502, -3.088)
H (-1.032, 3.190, -1.019)
H (-0.120, 1.650, -0.950)
H (-1.639, 1.834, -0.038)
C (2.150, 0.844, 1.218)
C (-0.633, -1.569, 1.439)
C (0.512, -0.875, 1.819)
C (-0.996, -1.725, 0.116)
C (1.234, -0.255, 0.808)
C (-0.075, -1.246, -0.850)
C (1.162, -0.707, -0.510)
H (-1.353, -1.877, 2.197)
H (0.562, -0.565, 2.858)
H (-2.049, -1.936, 0.037)
H (-0.334, -1.459, -1.880)
H (1.776, 1.859, 0.961)
H (3.163, 0.832, 0.766)
H (2.055, -0.579, -1.178)
H (2.432, 0.907, 2.260)

Model z:
DFT (ωB97M-V with the def2-TZVPD basis set) results for a cluster of 2 separate species, C9H14 in total.

Output
net charge = 0
orbital gap = 10.008 eV
SMILES = Cc1ccccc1.CC

Atoms and positions in Å:
C (0.101, 0.617, -0.825)
C (-2.667, -0.573, 1.537)
C (-1.486, -0.578, 0.756)
C (-3.201, 0.611, 2.004)
C (-0.923, 0.585, 0.277)
C (-2.701, 1.798, 1.402)
C (-1.648, 1.768, 0.547)
H (-3.102, -1.542, 1.765)
H (-1.010, -1.543, 0.588)
H (-4.152, 0.703, 2.517)
H (-3.366, 2.650, 1.565)
H (-0.380, 1.284, -1.558)
H (0.395, -0.349, -1.186)
H (-1.367, 2.738, 0.147)
H (0.991, 1.134, -0.439)
C (2.730, -1.375, -0.516)
C (3.400, -0.912, -1.800)
H (3.507, -1.310, 0.264)
H (1.933, -0.798, -0.039)
H (2.256, -2.358, -0.414)
H (4.458, -0.656, -1.751)
H (2.810, -0.155, -2.319)
H (3.420, -1.739, -2.523)

Winner for stability: model z

Model w:
DFT (ωB97M-V with the def2-TZVPD basis set) results for a cluster of 2 separate species, C9H14 in total.

Output
net charge = 0
orbital gap = 9.811 eV
SMILES = Cc1ccccc1.CC

Atoms and positions in Å:
C (2.591, -1.841, -2.089)
C (-1.272, -1.752, -0.342)
C (-0.315, -0.947, 0.154)
C (-1.092, -2.475, -1.568)
C (0.966, -0.984, -0.440)
C (0.187, -2.572, -2.068)
C (1.256, -1.886, -1.506)
H (-2.372, -1.619, -0.196)
H (-0.351, -0.553, 1.132)
H (-1.911, -2.974, -1.993)
H (1.697, -0.593, 0.111)
H (0.271, -3.324, -2.859)
H (2.596, -1.159, -3.066)
H (2.895, -2.858, -2.437)
H (3.339, -1.472, -1.498)
C (-1.814, 3.605, 2.275)
C (-0.366, 3.138, 2.334)
H (-1.793, 4.600, 1.950)
H (-2.332, 3.055, 1.541)
H (-2.226, 3.660, 3.298)
H (0.018, 2.787, 1.342)
H (-0.239, 2.229, 3.141)
H (0.268, 3.933, 2.785)

Model x:
DFT (ωB97M-V with the def2-TZVPD basis set) results for a cluster of 2 separate species, C9H14 in total.

Output
net charge = 0
orbital gap = 9.966 eV
SMILES = Cc1ccccc1.CC

Atoms and positions in Å:
C (-0.454, 0.758, 4.117)
C (-0.494, 2.104, 3.367)
H (-0.907, 0.085, 3.395)
H (0.619, 0.428, 4.185)
H (-0.749, 0.777, 5.148)
H (0.483, 2.094, 2.704)
H (-1.373, 2.319, 2.671)
H (-0.417, 2.914, 4.153)
C (2.148, -1.382, -2.271)
C (-1.083, 0.635, -1.836)
C (-1.297, 0.286, -0.449)
C (-0.023, 0.084, -2.467)
C (0.777, -0.950, -1.791)
C (-0.530, -0.683, 0.127)
C (0.545, -1.415, -0.491)
H (-1.746, 1.389, -2.263)
H (-2.039, 0.730, 0.107)
H (0.441, 0.203, -3.462)
H (-0.659, -1.086, 1.313)
H (2.127, -1.378, -3.487)
H (2.437, -2.398, -2.199)
H (1.267, -1.953, -0.026)
H (2.989, -0.750, -2.073)

Model y:
DFT (ωB97M-V with the def2-TZVPD basis set) results for a cluster of 2 separate species, C9H14 in total.

Output
net charge = 0
orbital gap = 10.034 eV
SMILES = Cc1ccccc1.CC

Atoms and positions in Å:
C (1.557, 1.954, 2.679)
C (0.158, 2.018, 0.570)
C (1.260, 1.538, 1.274)
C (-0.193, 1.550, -0.692)
C (0.620, 0.611, -1.280)
C (1.996, 0.519, 0.675)
C (1.755, 0.130, -0.639)
H (-0.409, 2.808, 1.056)
H (-1.097, 1.945, -1.135)
H (2.596, 2.265, 2.761)
H (1.350, 1.178, 3.431)
H (0.357, 0.121, -2.212)
H (2.769, 0.027, 1.258)
H (2.493, -0.507, -1.110)
H (0.858, 2.685, 3.094)
C (-1.779, -1.888, -1.765)
C (-2.175, -2.857, -0.660)
H (-0.940, -1.253, -1.461)
H (-1.565, -2.349, -2.727)
H (-2.537, -1.121, -1.934)
H (-1.380, -3.209, -0.013)
H (-2.997, -2.451, -0.062)
H (-2.697, -3.713, -1.108)

Model z:
DFT (ωB97M-V with the def2-TZVPD basis set) results for a cluster of 2 separate species, C9H14 in total.

Output
net charge = 0
orbital gap = 10.043 eV
SMILES = Cc1ccccc1.CC

Atoms and positions in Å:
C (2.117, -2.635, 0.164)
C (3.622, -2.482, 0.207)
H (1.630, -1.958, -0.538)
H (1.806, -3.624, -0.189)
H (1.659, -2.513, 1.143)
H (3.929, -1.434, 0.119)
H (4.146, -2.927, -0.639)
H (4.039, -2.899, 1.119)
C (-2.993, 0.615, 1.390)
C (-0.164, 2.074, -1.495)
C (-0.996, 2.959, -0.812)
C (-0.207, 0.725, -1.197)
C (-1.940, 2.473, 0.068)
C (-1.059, 0.287, -0.194)
C (-1.976, 1.122, 0.424)
H (0.502, 2.468, -2.256)
H (-0.977, 3.987, -1.161)
H (0.498, 0.032, -1.638)
H (-2.729, 3.116, 0.439)
H (-1.071, -0.764, 0.072)
H (-3.913, 0.298, 0.887)
H (-3.311, 1.328, 2.153)
H (-2.613, -0.248, 1.933)

Winner for stability: model z

Model w:
DFT (ωB97M-V with the def2-TZVPD basis set) results for a cluster of 2 separate species, C9H14 in total.

Output
net charge = 0
orbital gap = 10.093 eV
SMILES = Cc1ccccc1.CC

Atoms and positions in Å:
C (-3.422, 0.528, 1.246)
C (-0.439, -0.242, -1.659)
C (-1.718, -0.734, -1.881)
C (-0.073, 0.318, -0.451)
C (-2.661, -0.555, -0.873)
C (-1.054, 0.653, 0.482)
C (-2.349, 0.211, 0.240)
H (0.334, -0.420, -2.400)
H (-1.940, -1.279, -2.789)
H (0.976, 0.501, -0.295)
H (-3.655, -0.963, -0.995)
H (-0.768, 1.223, 1.357)
H (-3.663, 1.582, 1.422)
H (-3.264, -0.023, 2.174)
H (-4.441, 0.269, 0.934)
C (3.228, -0.852, 0.533)
C (3.741, 0.575, 0.338)
H (3.818, -1.628, 0.037)
H (3.366, -1.156, 1.565)
H (2.228, -0.926, 0.123)
H (4.356, 0.930, 1.171)
H (2.973, 1.336, 0.231)
H (4.426, 0.653, -0.511)

Model x:
DFT (ωB97M-V with the def2-TZVPD basis set) results for a cluster of 2 separate species, C9H14 in total.

Output
net charge = 0
orbital gap = 10.108 eV
SMILES = Cc1ccccc1.CC

Atoms and positions in Å:
C (-0.180, -1.046, 2.551)
C (-0.990, 0.173, 2.066)
H (0.636, -1.230, 1.850)
H (0.148, -0.874, 3.570)
H (-0.855, -1.912, 2.518)
H (-0.294, 1.010, 2.074)
H (-1.715, 0.414, 2.856)
H (-1.564, 0.074, 1.152)
C (0.371, 2.376, -1.767)
C (1.480, -1.082, -0.841)
C (1.502, 0.268, -1.159)
C (0.319, -1.836, -0.750)
C (0.305, 0.923, -1.458)
C (-0.848, -1.146, -0.951)
C (-0.877, 0.165, -1.415)
H (2.447, -1.588, -0.810)
H (2.414, 0.778, -0.886)
H (0.417, -2.860, -0.375)
H (-1.837, -1.587, -0.854)
H (0.708, 2.461, -2.815)
H (0.851, 3.046, -1.031)
H (-1.833, 0.618, -1.667)
H (-0.607, 2.854, -1.857)

Model y:
DFT (ωB97M-V with the def2-TZVPD basis set) results for a cluster of 2 separate species, C9H14 in total.

Output
net charge = 0
orbital gap = 10.022 eV
SMILES = Cc1ccccc1.CC

Atoms and positions in Å:
C (0.334, 3.811, -0.904)
C (-0.388, 3.454, -2.201)
H (-0.396, 3.853, -0.093)
H (1.124, 3.104, -0.663)
H (0.763, 4.818, -0.984)
H (-0.775, 2.437, -2.176)
H (-1.202, 4.158, -2.365)
H (0.299, 3.466, -3.056)
C (1.993, -2.277, -0.449)
C (-0.854, 0.122, 0.242)
C (-1.499, -0.484, 1.318)
C (0.292, -0.460, -0.274)
C (0.763, -1.696, 0.200)
C (-1.034, -1.679, 1.826)
C (0.036, -2.312, 1.203)
H (-1.130, 1.050, -0.235)
H (-2.368, -0.001, 1.740)
H (0.846, 0.055, -1.051)
H (-1.502, -2.093, 2.713)
H (2.818, -1.602, -0.239)
H (1.917, -2.322, -1.541)
H (0.412, -3.265, 1.556)
H (2.223, -3.264, -0.050)

Model z:
DFT (ωB97M-V with the def2-TZVPD basis set) results for a cluster of 2 separate species, C9H14 in total.

Output
net charge = 0
orbital gap = 9.947 eV
SMILES = Cc1ccccc1.CC

Atoms and positions in Å:
C (0.519, 1.641, 0.043)
C (1.355, 0.753, 2.290)
C (0.354, 1.062, 1.409)
C (1.097, 0.138, 3.562)
C (-0.139, -0.455, 3.771)
C (-0.910, 0.552, 1.774)
C (-1.161, -0.324, 2.800)
H (2.355, 1.131, 2.138)
H (1.685, 0.054, 4.461)
H (1.380, 1.335, -0.543)
H (0.711, 2.701, 0.041)
H (-0.204, -0.979, 4.727)
H (-1.756, 0.835, 1.115)
H (-2.105, -0.702, 3.087)
H (-0.420, 1.434, -0.491)
C (-0.994, -0.734, -3.878)
C (0.238, -1.546, -3.692)
H (-0.750, 0.231, -4.335)
H (-1.854, -1.254, -4.331)
H (-1.312, -0.374, -2.887)
H (0.093, -2.575, -3.282)
H (1.076, -1.035, -3.213)
H (0.742, -1.889, -4.567)

Winner for stability: model y

Model w:
DFT (ωB97M-V with the def2-TZVPD basis set) results for a cluster of 2 separate species, C9H14 in total.

Output
net charge = 0
orbital gap = 9.808 eV
SMILES = Cc1ccccc1.CC

Atoms and positions in Å:
C (0.899, -2.209, 0.556)
C (-2.601, -0.032, -0.171)
C (-2.717, -1.353, 0.247)
C (-1.434, 0.704, -0.020)
C (-1.595, -2.042, 0.615)
C (-0.272, -0.015, 0.297)
C (-0.360, -1.406, 0.439)
H (-3.389, 0.556, -0.621)
H (-3.764, -1.681, 0.150)
H (-1.396, 1.759, -0.269)
H (-1.655, -2.984, 1.148)
H (0.746, 0.351, 0.198)
H (1.716, -1.717, 0.017)
H (0.773, -3.229, 0.171)
H (1.163, -2.378, 1.599)
C (2.337, 2.970, -0.906)
C (3.678, 2.309, -0.671)
H (1.985, 3.750, -0.246)
H (2.297, 3.336, -1.930)
H (1.551, 2.221, -0.981)
H (3.797, 1.487, -1.379)
H (3.802, 2.093, 0.391)
H (4.537, 2.949, -0.849)

Model x:
DFT (ωB97M-V with the def2-TZVPD basis set) results for a cluster of 2 separate species, C9H14 in total.

Output
net charge = 0
orbital gap = 10.004 eV
SMILES = Cc1ccccc1.CC

Atoms and positions in Å:
C (1.048, -1.893, -1.959)
C (-0.681, 1.833, -0.910)
C (0.691, 1.690, -0.901)
C (-1.432, 0.889, -1.597)
C (1.399, 0.559, -1.375)
C (-0.820, -0.296, -2.057)
C (0.546, -0.445, -1.831)
H (-1.130, 2.651, -0.373)
H (1.315, 2.396, -0.328)
H (-2.474, 1.106, -1.826)
H (2.467, 0.546, -1.222)
H (-1.314, -0.867, -2.814)
H (2.053, -1.973, -1.561)
H (1.049, -2.185, -3.007)
H (0.501, -2.571, -1.280)
C (-0.858, -0.532, 2.381)
C (0.115, 0.133, 3.350)
H (-1.954, -0.399, 2.584)
H (-0.799, -0.028, 1.424)
H (-0.759, -1.604, 2.274)
H (-0.387, 1.069, 3.617)
H (1.155, 0.206, 3.034)
H (0.267, -0.286, 4.376)

Model y:
DFT (ωB97M-V with the def2-TZVPD basis set) results for a cluster of 2 separate species, C9H14 in total.

Output
net charge = 0
orbital gap = 10.088 eV
SMILES = Cc1ccccc1.CC

Atoms and positions in Å:
C (-1.522, -2.232, -1.248)
C (-2.104, -1.173, -2.227)
H (-1.280, -3.133, -1.820)
H (-0.584, -1.914, -0.805)
H (-2.239, -2.500, -0.473)
H (-1.789, -0.212, -1.822)
H (-1.667, -1.367, -3.204)
H (-3.182, -1.194, -2.316)
C (3.050, 0.456, 1.594)
C (-0.671, 0.200, 0.979)
C (-0.998, 1.415, 0.429)
C (0.630, -0.242, 1.225)
C (1.672, 0.673, 1.029)
C (0.075, 2.256, 0.105)
C (1.364, 1.873, 0.383)
H (-1.486, -0.509, 1.103)
H (-2.000, 1.818, 0.392)
H (0.744, -1.280, 1.504)
H (-0.178, 3.186, -0.390)
H (3.158, -0.598, 1.853)
H (3.077, 1.042, 2.513)
H (2.093, 2.674, 0.283)
H (3.836, 0.761, 0.911)

Winner for stability: model y